Record 1
205
Properties=species:S:1:pos:R:3 method="wB97M-V/def2-TZVPD" total_charge=+5 de_lowest_kj_mol=546.8 e_tot_ev=-238490.31932
C 20.77 0.85 7.85
C 20.13 0.79 9.31
C 19.69 -0.71 9.42
C 19.25 -1.14 10.81
C 20.51 -0.88 11.69
C 21.02 0.60 11.64
N 21.24 1.07 10.26
O 21.79 2.40 10.11
C 22.43 0.55 12.36
C 19.95 1.42 12.55
C 18.90 1.74 9.51
H 21.14 1.84 7.58
H 19.98 0.62 7.14
H 21.61 0.17 7.67
H 20.49 -1.37 9.08
H 18.80 -0.74 8.78
H 18.97 -2.19 10.72
H 18.37 -0.62 11.19
H 21.23 -1.66 11.42
H 20.23 -1.23 12.68
H 22.33 0.37 13.43
H 22.96 1.51 12.35
H 23.13 -0.14 11.89
H 18.91 1.11 12.58
H 19.91 2.48 12.29
H 20.26 1.37 13.60
H 18.31 1.40 10.37
H 18.23 1.69 8.65
H 19.17 2.80 9.60
C 7.05 0.06 23.27
N 7.85 0.72 22.20
C 7.45 1.88 21.65
C 8.23 2.50 20.62
C 9.38 1.88 20.21
C 9.82 0.67 20.85
C 9.01 0.10 21.81
C 10.17 2.49 19.08
C 10.74 1.74 18.01
C 11.46 2.30 16.93
N 11.66 3.65 16.90
C 11.18 4.45 17.89
C 10.44 3.86 18.98
C 12.25 4.29 15.71
H 7.14 -1.03 23.22
H 6.00 0.27 23.08
H 7.37 0.50 24.21
H 6.55 2.29 22.08
H 8.01 3.49 20.25
H 10.84 0.35 20.75
H 9.23 -0.82 22.33
H 10.57 0.67 18.07
H 11.85 1.69 16.13
H 11.40 5.51 17.78
H 10.16 4.58 19.73
H 12.58 5.30 15.92
H 11.58 4.44 14.86
H 13.21 3.81 15.55
C 34.61 6.95 10.98
N 33.93 5.67 10.76
C 34.45 4.79 9.80
C 33.68 3.72 9.33
C 32.47 3.43 9.98
C 32.07 4.24 11.09
C 32.75 5.40 11.36
C 31.52 2.38 9.55
C 31.90 1.04 9.34
C 30.96 0.10 8.88
N 29.69 0.51 8.60
C 29.41 1.83 8.70
C 30.23 2.76 9.19
C 28.64 -0.48 8.27
H 33.97 7.71 10.53
H 35.62 7.05 10.59
H 34.69 7.03 12.07
H 35.35 5.16 9.33
H 34.01 3.24 8.43
H 31.18 4.05 11.67
H 32.35 6.17 12.00
H 32.92 0.72 9.50
H 31.10 -0.95 8.68
H 28.39 2.07 8.43
H 29.90 3.79 9.23
H 27.92 -0.43 9.09
H 28.92 -1.53 8.15
H 28.20 -0.13 7.34
C 23.16 -0.63 -1.16
N 22.43 0.69 -1.29
C 22.90 1.82 -0.69
C 22.31 3.02 -1.09
C 21.34 3.10 -2.10
C 20.81 1.87 -2.59
C 21.35 0.70 -2.16
C 20.64 4.37 -2.46
C 20.17 4.64 -3.74
C 19.41 5.84 -4.02
N 19.20 6.74 -3.03
C 19.68 6.51 -1.81
C 20.37 5.32 -1.49
C 18.38 7.98 -3.22
H 24.22 -0.41 -1.06
H 23.08 -1.33 -1.99
H 22.75 -1.06 -0.24
H 23.65 1.69 0.07
H 22.70 3.96 -0.72
H 20.08 1.94 -3.38
H 21.00 -0.29 -2.43
H 20.55 4.04 -4.55
H 19.06 6.15 -5.00
H 19.54 7.27 -1.05
H 20.82 5.17 -0.52
H 17.52 7.97 -2.56
H 18.14 8.09 -4.28
H 18.98 8.83 -2.89
C 23.26 11.81 5.43
N 23.72 13.20 5.25
C 25.00 13.44 5.12
C 25.44 14.74 4.89
C 24.58 15.85 4.94
C 23.20 15.55 5.03
C 22.82 14.22 5.20
C 25.10 17.32 4.90
C 24.48 18.44 5.50
C 25.02 19.71 5.46
N 26.11 19.90 4.68
C 26.66 18.85 4.03
C 26.22 17.56 4.13
C 26.75 21.24 4.52
H 22.82 11.75 6.43
H 24.04 11.06 5.31
H 22.45 11.59 4.73
H 25.59 12.56 4.91
H 26.51 14.90 4.82
H 22.49 16.36 5.19
H 21.79 13.92 5.33
H 23.59 18.34 6.11
H 24.61 20.58 5.96
H 27.47 19.12 3.37
H 26.82 16.86 3.57
H 27.79 21.19 4.19
H 26.81 21.77 5.47
H 26.14 21.77 3.78
C 29.55 6.23 22.85
N 28.57 6.71 21.85
C 28.58 8.02 21.43
C 27.71 8.49 20.43
C 26.79 7.55 19.86
C 26.70 6.26 20.48
C 27.59 5.88 21.49
C 25.88 7.92 18.72
C 25.61 6.99 17.71
C 24.67 7.22 16.73
N 24.13 8.43 16.61
C 24.46 9.38 17.53
C 25.25 9.17 18.59
C 23.15 8.67 15.52
H 30.39 6.91 22.99
H 29.91 5.21 22.68
H 28.91 6.18 23.73
H 29.38 8.61 21.86
H 27.90 9.52 20.15
H 25.97 5.57 20.09
H 27.61 4.92 21.98
H 26.01 5.98 17.77
H 24.39 6.51 15.98
H 23.98 10.33 17.37
H 25.42 10.11 19.11
H 22.53 7.81 15.26
H 23.79 9.02 14.70
H 22.51 9.49 15.83
N 15.24 10.75 3.89
S 14.80 10.21 5.18
O 13.38 9.72 5.24
O 15.45 10.61 6.40
F 15.59 8.83 4.98
S 14.76 12.37 4.19
O 15.80 13.22 4.67
O 13.38 12.67 4.66
F 14.67 12.90 2.67
N 16.22 -2.94 22.33
S 16.54 -3.02 20.70
O 15.42 -2.99 19.81
O 17.68 -3.79 20.27
F 17.14 -1.51 20.65
S 16.04 -4.44 22.47
O 17.23 -5.25 22.86
O 14.84 -5.03 21.85
F 15.40 -4.37 23.98
N 13.37 -1.26 -0.39
S 14.37 -2.64 -0.02
O 15.72 -2.59 -0.57
O 13.77 -3.96 0.05
F 14.72 -2.29 1.48
S 13.22 -1.80 -1.79
O 12.25 -2.84 -2.05
O 14.35 -1.68 -2.69
F 12.33 -0.50 -2.22
N 16.71 8.78 20.11
S 17.88 7.68 19.51
O 19.08 7.25 20.29
O 17.97 7.62 18.06
F 16.97 6.36 19.70
S 17.64 9.95 20.24
O 18.27 10.55 19.08
O 18.33 9.92 21.54
F 16.59 11.08 20.49

Record 2
174
Properties=species:S:1:pos:R:3 method="wB97M-V/def2-TZVPD" e_tot_ev=-110443.67156
F 29.80 -32.10 8.30
C 29.27 -30.87 8.36
C 27.94 -30.88 7.96
C 27.24 -29.73 8.06
C 27.81 -28.58 8.55
C 29.16 -28.61 8.96
C 29.91 -29.78 8.92
H 27.60 -31.74 7.40
H 26.29 -29.64 7.56
H 27.19 -27.70 8.55
H 29.62 -27.71 9.34
H 30.96 -29.78 9.18
F 27.45 -31.11 3.63
C 26.72 -31.66 4.59
C 25.57 -31.03 5.12
C 24.82 -31.64 6.18
C 25.11 -32.91 6.54
C 26.24 -33.53 5.98
C 27.12 -32.90 5.08
H 25.38 -30.03 4.76
H 23.97 -31.14 6.63
H 24.53 -33.34 7.35
H 26.58 -34.50 6.29
H 27.88 -33.53 4.64
F 24.49 -36.48 2.93
C 25.51 -35.86 2.40
C 26.58 -36.63 1.88
C 27.64 -35.98 1.37
C 27.73 -34.58 1.47
C 26.68 -33.84 1.91
C 25.55 -34.47 2.42
H 26.48 -37.69 1.75
H 28.40 -36.60 0.92
H 28.60 -34.09 1.06
H 26.63 -32.76 1.86
H 24.71 -33.92 2.83
F 21.62 -38.06 8.11
C 22.77 -38.06 7.50
C 23.38 -36.88 7.02
C 24.51 -36.99 6.25
C 25.16 -38.20 6.10
C 24.67 -39.35 6.71
C 23.39 -39.29 7.30
H 22.90 -35.93 7.14
H 24.91 -36.15 5.70
H 26.08 -38.32 5.55
H 25.20 -40.27 6.50
H 22.98 -40.23 7.65
F 25.70 -27.87 5.62
C 25.32 -27.06 6.63
C 25.77 -25.71 6.69
C 25.23 -24.82 7.64
C 24.24 -25.25 8.46
C 23.83 -26.58 8.46
C 24.38 -27.48 7.54
H 26.51 -25.34 5.99
H 25.53 -23.79 7.77
H 23.83 -24.54 9.16
H 23.15 -26.86 9.25
H 24.06 -28.51 7.58
F 32.99 -39.21 5.32
C 31.88 -38.40 5.33
C 31.38 -37.81 6.48
C 30.15 -37.06 6.47
C 29.52 -36.86 5.23
C 29.95 -37.56 4.07
C 31.15 -38.33 4.09
H 31.96 -37.90 7.39
H 29.76 -36.69 7.41
H 28.61 -36.28 5.24
H 29.44 -37.48 3.13
H 31.57 -38.79 3.21
F 18.63 -27.89 6.16
C 19.45 -29.00 6.27
C 19.01 -30.16 5.62
C 19.84 -31.27 5.57
C 21.02 -31.23 6.27
C 21.40 -30.15 7.06
C 20.61 -28.97 7.02
H 18.02 -30.11 5.20
H 19.51 -32.15 5.04
H 21.71 -32.07 6.29
H 22.26 -30.09 7.71
H 20.86 -27.99 7.40
C 22.55 -34.32 4.40
C 21.17 -34.79 4.36
O 20.34 -34.59 5.27
C 20.73 -35.44 3.06
H 22.64 -33.45 3.75
H 23.33 -35.08 4.33
H 22.68 -34.03 5.44
H 20.59 -36.49 3.31
H 21.49 -35.35 2.28
H 19.84 -34.96 2.65
C 25.22 -31.64 10.51
C 23.95 -30.87 10.96
O 23.38 -30.05 10.20
C 23.31 -31.22 12.32
H 25.20 -32.69 10.80
H 26.17 -31.19 10.79
H 25.30 -31.70 9.42
H 22.85 -32.20 12.18
H 22.57 -30.45 12.57
H 24.09 -31.40 13.05
C 20.66 -32.25 10.09
C 20.99 -33.40 9.13
O 22.12 -33.59 8.74
C 19.82 -34.21 8.71
H 20.60 -31.32 9.53
H 21.49 -32.13 10.78
H 19.71 -32.43 10.60
H 19.21 -34.46 9.58
H 20.23 -35.10 8.23
H 19.16 -33.65 8.04
C 28.69 -30.64 0.74
C 29.65 -30.36 -0.44
O 29.24 -29.61 -1.32
C 31.03 -30.95 -0.52
H 28.38 -31.68 0.64
H 27.94 -29.86 0.60
H 29.19 -30.43 1.68
H 31.06 -31.89 0.02
H 31.77 -30.31 -0.04
H 31.34 -31.08 -1.55
C 25.85 -28.34 2.44
C 26.09 -27.33 1.32
O 25.28 -27.03 0.48
C 27.51 -26.69 1.23
H 25.85 -29.38 2.12
H 24.90 -28.28 2.98
H 26.49 -28.16 3.30
H 27.65 -26.06 0.36
H 28.29 -27.44 1.17
H 27.79 -26.05 2.06
C 25.04 -35.41 9.87
C 25.99 -36.57 9.68
O 26.89 -36.53 8.88
C 25.74 -37.75 10.63
H 25.30 -34.69 9.09
H 25.16 -35.08 10.90
H 24.01 -35.73 9.69
H 25.53 -37.49 11.66
H 26.69 -38.27 10.49
H 24.91 -38.36 10.26
C 22.09 -29.52 3.28
C 21.39 -30.67 2.59
O 22.00 -31.75 2.40
C 19.98 -30.39 2.08
H 22.90 -29.13 2.66
H 22.52 -29.94 4.19
H 21.49 -28.69 3.65
H 19.94 -29.35 1.75
H 19.31 -30.52 2.93
H 19.69 -31.07 1.28
C 28.62 -27.89 5.06
C 29.85 -27.57 4.27
O 30.07 -28.10 3.20
C 30.79 -26.48 4.79
H 28.84 -28.15 6.10
H 28.21 -28.81 4.64
H 27.88 -27.09 5.04
H 30.27 -25.86 5.52
H 31.19 -25.96 3.92
H 31.60 -26.92 5.37
C 30.42 -31.14 4.85
C 31.55 -30.74 5.78
O 32.06 -29.60 5.74
C 32.17 -31.77 6.74
H 29.65 -30.44 5.18
H 30.06 -32.12 5.16
H 30.68 -30.97 3.81
H 33.10 -32.06 6.25
H 31.50 -32.61 6.94
H 32.39 -31.34 7.71

It is found that the HOMO values, taken in the order of the records, are -11.0 -9.2 eV.